# 1
The following is a quantum chemistry calculation of a molecular structure, C3H3ClFO3Pd2 in a non-equilibrium geometry, from the Open Molecules 2025 dataset.

The geometry in XYZ format:
```
13
Properties=species:S:1:pos:R:3:forces:R:3
Pd -1.8461 -2.7636 0.6212 2.177 -7.890 4.318
Pd -3.7132 0.2484 -0.6407 -4.307 4.363 -1.034
Cl -2.4361 -1.1757 -0.2290 -1.194 2.079 -3.281
F 2.0402 -1.2654 -0.1249 1.868 -0.766 -0.826
O 1.9784 0.9634 0.2513 -0.012 2.883 1.017
O 1.0593 3.0173 0.5380 0.497 2.918 0.562
O -0.1237 1.2769 -0.2537 -1.436 2.324 0.004
C 1.3603 -0.2987 0.4074 -2.258 -1.822 -1.270
C 0.9772 1.8703 0.1619 0.607 -6.629 -0.918
C 0.0994 -0.0982 -0.4692 1.853 -0.404 0.305
H -0.7013 -0.7555 -0.1303 1.289 1.331 0.480
H 1.0981 -0.6791 1.3946 0.404 1.303 0.808
H 0.2075 -0.3401 -1.5265 0.513 0.309 -0.164
```
Positions in Å, forces in eV/Å.

Charge ... +3
E_tot ... -1156.00705 hartree
Multiplicity ... 5
Energy above the lowest of the compared OMol25 structures with the same formula, charge and spin ... 429.6 kJ/mol
HOMO-LUMO gap (alpha / beta) ... 10.4 / 6.5 eV
E_HOMO (alpha / beta) ... -23.7974 / -23.7773 eV



# 2
The following is a quantum chemistry calculation of a molecular structure, C62H46ClIrN2OP2S2, from the Open Molecules 2025 dataset.

The geometry in XYZ format:
```
117
Properties=species:S:1:pos:R:3:forces:R:3
Ir 0.0083 -0.7033 0.6095 0.138 -0.102 -0.167
Cl 4.4876 -1.7565 -2.6202 0.008 -0.034 -0.077
S -3.1319 -3.7060 -0.3902 0.013 0.026 -0.042
S -0.4980 1.5564 0.7082 0.150 0.005 0.183
P 1.9579 3.2191 -0.6999 0.061 0.127 -0.278
P -0.2853 -0.9523 2.8000 0.052 0.008 0.111
O -3.6647 -0.1815 1.1284 0.061 0.014 0.014
N 2.1510 -0.1943 0.1292 -0.410 0.038 0.243
N 0.6275 -2.6882 0.2624 -0.024 -0.051 0.045
C -1.7789 2.0064 1.8773 -0.042 0.117 -0.085
C 1.1929 -5.2765 -0.5182 0.018 -0.005 -0.003
C 3.1589 5.0777 0.9315 -0.016 -0.031 -0.005
C 0.5092 5.3506 -1.8016 -0.028 0.005 0.036
C 2.1093 2.1209 -4.7006 -0.119 0.032 -0.044
C 4.7821 6.7296 0.3013 0.002 -0.001 0.012
C -2.3171 1.4419 -1.3082 -0.021 -0.021 -0.005
C -0.3618 -3.4943 -0.1791 0.001 -0.021 0.002
C 1.3539 1.0259 3.7477 -0.041 0.013 0.040
C 1.1115 -0.3521 3.8037 -0.020 -0.007 -0.008
C -0.0966 -4.7957 -0.5948 -0.016 0.031 0.000
C 4.8702 -0.6269 -0.1940 0.042 -0.117 -0.241
C -1.6671 -2.8800 -0.0978 -0.043 0.035 0.016
C -2.1918 -4.5277 3.1137 -0.001 0.018 0.033
C 2.6201 -0.7222 -1.0050 0.072 0.232 -0.181
C 3.9836 6.1386 1.2709 0.000 0.023 -0.001
C -2.8872 3.2382 -2.7558 -0.039 -0.145 0.060
C 2.3354 1.6038 4.5322 -0.007 0.010 0.002
C -0.7784 3.3416 -1.4242 0.084 0.069 0.005
C 1.8406 -1.1251 4.7044 -0.015 0.051 -0.015
C 4.7471 6.2606 -1.0038 -0.015 -0.022 -0.016
C 2.4971 2.6432 -2.3707 -0.055 -0.117 0.144
C -1.9201 -3.1729 3.0306 -0.024 0.040 0.181
C 1.8716 -3.1820 0.3811 -0.011 0.037 0.023
C 3.7651 2.0668 -2.4878 -0.092 -0.011 0.194
C 3.0229 0.1977 1.0623 0.008 -0.013 -0.017
C -2.1022 1.2664 3.0504 -0.013 -0.077 -0.028
C 4.3836 0.0010 0.9330 0.041 0.115 0.155
C -3.0264 0.1650 5.5417 -0.007 0.038 -0.006
C 0.4281 4.0899 -1.2462 -0.049 -0.114 0.105
C -3.5113 1.3656 5.1069 0.052 -0.055 0.027
C -3.0481 1.8952 3.8846 -0.020 0.010 0.002
C 0.4321 -3.6335 3.2270 -0.012 0.014 -0.029
C -1.7190 3.8913 -2.3144 0.004 0.013 0.016
C -1.1551 -5.4381 3.2646 0.026 -0.008 -0.013
C -2.7889 5.4341 -3.7836 -0.016 -0.028 -0.010
C 2.8268 -0.5403 5.4908 -0.008 0.006 -0.012
C -1.6002 5.1705 -2.8931 0.086 0.085 -0.014
C -3.2091 -1.3536 0.6079 -0.066 0.146 -0.100
C -0.5058 5.9315 -2.5906 -0.070 -0.073 -0.019
C 1.6768 2.6586 -3.4951 -0.074 0.111 0.027
C -4.6234 3.4825 4.7243 -0.010 -0.023 -0.014
C -2.0838 -0.4927 4.7338 0.006 -0.029 -0.044
C -1.8132 -1.6120 0.4370 0.004 -0.087 -0.195
C -1.1860 2.0862 -0.8571 0.004 -0.017 0.091
C 3.1059 4.6049 -0.3805 -0.005 -0.008 0.084
C -3.6510 3.1419 3.6245 0.019 0.060 -0.053
C 2.1957 -4.4619 0.0005 -0.016 -0.058 0.025
C -3.1623 1.9770 -2.2963 0.029 0.116 -0.051
C 4.2017 1.5447 -3.6893 0.025 -0.052 -0.191
C -3.6295 4.1301 -3.7161 -0.003 0.035 0.003
C -3.2946 3.8265 2.4980 -0.049 -0.034 0.069
C -4.0181 -2.3732 0.1896 -0.004 -0.004 0.011
C -4.4844 2.3225 5.7419 -0.017 0.013 0.009
C 3.3676 1.5651 -4.8032 0.261 -0.063 -0.005
C -0.6051 -2.7078 3.1105 0.036 -0.045 -0.011
C 3.9109 5.2060 -1.3456 0.010 0.004 -0.018
C 3.0852 0.8171 5.3989 -0.012 -0.017 0.008
C 0.1568 -4.9897 3.3140 -0.005 -0.013 -0.020
C 3.9653 -0.9745 -1.1857 0.138 -0.018 -0.044
C -2.3467 3.2403 1.6437 0.006 -0.024 -0.035
C -1.6364 -0.0062 3.5179 0.006 0.110 -0.060
H 5.9241 -0.8334 -0.3224 0.006 0.007 -0.002
H 5.3686 6.7205 -1.7608 0.001 -0.004 -0.006
H -4.6452 4.3159 -3.3647 -0.001 -0.003 -0.006
H 1.9226 -0.9339 -1.8056 -0.099 -0.170 0.070
H -1.3689 -6.4962 3.3361 0.001 -0.005 0.005
H -3.2157 -4.8722 3.0602 -0.008 0.003 0.002
H 2.5091 2.6702 4.4754 -0.001 0.003 -0.003
H 0.7766 1.6652 3.0892 -0.019 0.001 -0.012
H 4.4156 2.0271 -1.6208 0.058 0.080 0.025
H -4.3973 4.4510 5.1698 0.010 0.000 0.003
H -1.6817 -1.4274 5.1035 -0.005 -0.051 -0.014
H -0.9017 -5.4131 -0.9690 -0.006 0.000 0.008
H 3.7124 1.1590 -5.7448 -0.006 -0.009 -0.005
H 5.4329 7.5531 0.5635 0.000 0.002 0.000
H 1.6303 -2.1726 4.8397 -0.013 -0.052 0.009
H 0.9703 -5.6952 3.4181 0.005 -0.003 0.002
H 3.8505 1.2674 6.0164 0.005 0.002 0.004
H -2.0544 3.7889 0.7566 -0.011 0.001 0.022
H -3.7094 4.7957 2.2554 -0.005 0.002 -0.006
H 2.5390 4.6121 1.6914 0.011 -0.002 0.005
H 2.6152 -2.5228 0.8049 0.008 0.003 0.015
H 5.0462 0.3284 1.7218 0.002 -0.004 0.001
H -4.6268 -0.1986 1.1878 0.000 0.014 -0.016
H 1.4635 -3.3120 3.2264 0.030 0.004 -0.021
H -3.3320 -0.2761 6.4808 -0.002 -0.005 0.004
H -3.7201 3.6526 -4.6926 0.009 0.000 -0.001
H -4.0313 1.4200 -2.6206 -0.004 0.002 -0.007
H 5.1922 1.1166 -3.7684 0.028 0.015 0.013
H -3.3556 6.2971 -3.4326 0.003 -0.004 0.008
H 3.3810 -1.1528 6.1892 0.001 -0.003 0.000
H -2.4719 5.6605 -4.8018 -0.004 0.001 0.000
H 1.4572 2.1545 -5.5635 -0.006 -0.008 -0.010
H -5.4379 1.8373 5.9511 0.000 -0.003 -0.004
H -2.7368 -2.4752 2.8973 0.026 -0.030 0.085
H 0.6942 3.1102 -3.4529 0.048 -0.033 -0.030
H 4.0089 6.5032 2.2894 -0.002 -0.004 0.005
H 3.8848 4.8525 -2.3687 0.009 0.004 -0.010
H -5.0972 -2.3863 0.1790 -0.008 -0.010 0.024
H -4.0950 2.6712 6.6996 -0.005 0.001 0.002
H 1.4278 5.9079 -1.6671 -0.021 0.018 -0.014
H 1.4191 -6.2831 -0.8432 0.000 -0.005 0.001
H -5.6379 3.5482 4.3283 0.002 0.006 0.004
H 3.2108 -4.8149 0.1083 0.002 0.008 0.002
H -2.6052 0.5182 -0.8357 0.000 -0.055 0.021
H -0.3724 6.9277 -2.9919 0.003 0.005 0.003
H 2.6174 0.6677 1.9392 -0.014 0.019 0.007
```
Positions in Å, forces in eV/Å.

Charge ... +2
E_tot ... -4618.23131 hartree
Energy above the lowest of the compared OMol25 structures with the same formula, charge and spin ... 129.7 kJ/mol
HOMO-LUMO gap ... 5.7 eV
E_HOMO ... -11.8064 eV



# 3
The following is a quantum chemistry calculation of a molecular structure, C49H62N2O5P2S3Ti in a non-equilibrium geometry, from the Open Molecules 2025 dataset.

The geometry in XYZ format:
```
124
Properties=species:S:1:pos:R:3:forces:R:3
Ti 0.1094 0.3828 -0.2869 0.454 0.002 2.322
S -3.0103 2.1806 -1.5059 -1.107 0.240 1.112
S -1.8959 0.6687 2.0340 0.232 -0.333 1.551
S -3.0856 -1.3101 -0.7998 0.051 -0.812 0.446
P 0.9169 -2.1572 0.4430 1.030 -0.618 0.287
P 0.8285 2.8867 -0.1872 1.059 0.827 -0.091
O -3.9591 1.5940 -0.5796 0.338 -0.398 -0.504
O -0.4374 0.6999 1.5712 -0.805 0.222 1.400
O -3.0252 3.6101 -1.5036 0.248 0.049 -0.387
O -1.7946 -0.9553 -0.0652 -0.511 -0.091 -0.220
O -0.0851 0.0816 -2.1275 -1.347 -0.206 -3.182
N -1.5179 1.5461 -1.2171 -0.705 -0.588 -1.545
N 2.0537 0.3088 -0.4238 0.705 0.186 -0.188
C 0.7679 3.6899 2.4741 0.062 0.117 -0.060
C -3.6369 -4.1100 -1.0413 -0.174 0.016 0.081
C -0.1790 3.9579 -2.6835 0.075 -0.025 0.048
C 3.1180 -2.8348 -3.0227 0.006 -0.065 -0.092
C -2.7995 -3.0330 -1.2918 -0.025 0.325 -0.455
C -3.5370 -1.4314 2.9019 0.024 0.092 -0.230
C 3.4369 -3.9641 -3.9673 -0.082 0.062 0.047
C 2.0834 -2.0479 -0.9671 -0.018 0.156 0.049
C -4.1066 1.7789 -4.1400 -0.351 0.186 0.137
C 4.8541 3.2695 0.7095 -0.038 0.119 0.004
C -4.1023 -2.2680 1.7471 0.139 0.003 0.134
C -2.8122 2.3381 4.0260 -0.090 -0.042 -0.220
C 3.1702 -0.4912 -2.4551 -0.089 0.062 0.051
C -1.9149 0.0654 -4.5976 0.225 0.041 0.415
C 4.3783 1.0289 -0.0723 -0.096 -0.116 -0.033
C -3.1797 1.5328 -3.1557 0.813 -0.257 0.171
C -2.0751 -1.0103 2.7617 -0.064 0.017 -0.206
C 5.2772 2.0022 0.3241 -0.012 0.007 0.017
C 1.2936 -5.0766 0.4796 -0.041 0.032 -0.062
C 1.6597 5.2359 -1.5994 0.066 -0.143 0.007
C -4.4025 -1.5388 0.4446 0.265 0.238 -0.343
C 3.4965 -1.5281 -3.3104 -0.030 0.037 0.084
C 2.5802 2.5913 0.1926 -0.122 -0.076 -0.069
C -1.3813 -4.4393 -2.6386 -0.188 -0.021 -0.098
C -0.6490 1.8742 5.7093 -0.035 0.010 -0.024
C -1.7928 1.4827 3.6430 -0.243 0.217 -0.283
C -1.1662 0.7473 -2.2487 0.310 0.522 0.724
C -3.9299 1.1539 -5.3705 0.151 -0.093 0.065
C -2.0722 0.7182 -3.3815 -0.655 0.011 -0.867
C -1.6813 2.7153 6.1131 -0.049 -0.002 -0.048
C 2.3963 -3.0715 -1.8576 0.044 0.012 -0.067
C -1.1912 4.3613 1.0412 0.073 0.062 -0.119
C 2.4377 -0.7985 2.4440 -0.085 -0.129 -0.039
C 0.3084 -3.9206 0.2584 -0.069 0.287 0.242
C 2.4669 -0.7340 -1.2760 0.264 -0.430 -0.108
C 3.0039 1.2959 -0.1311 0.454 0.213 0.338
C -2.7575 2.9494 5.2721 0.008 0.034 0.115
C 1.9024 -2.1827 2.0592 -0.052 0.101 -0.235
C 0.3216 4.1507 1.0850 -0.174 -0.324 0.007
C 3.4951 3.5433 0.6279 0.134 -0.073 -0.010
C -0.7050 1.2529 4.4750 0.171 -0.090 -0.014
C 1.0646 3.8428 -1.7985 -0.165 -0.039 0.024
C -2.2015 -5.5248 -2.3606 0.141 0.014 0.011
C 5.8174 4.3182 1.1974 -0.059 -0.059 0.016
C -2.8574 0.2916 -5.5857 -0.144 0.025 -0.169
C -1.6773 -3.1970 -2.1014 -0.214 0.120 -0.101
C -0.9231 -4.1339 1.1368 0.077 0.053 -0.090
C 3.0538 -3.1865 2.1447 -0.081 -0.034 0.078
C -3.3225 -5.3582 -1.5622 -0.051 0.015 -0.014
H -1.6427 3.1886 7.0851 0.013 0.023 -0.013
H 1.9692 5.6304 -2.5687 -0.031 0.026 -0.002
H -1.3337 -5.1344 0.9832 -0.002 -0.018 0.012
H 0.9932 -5.9278 -0.1359 -0.039 -0.025 -0.007
H -0.0222 -3.9403 -0.7801 0.180 -0.019 0.242
H 0.0124 4.6773 -3.4820 0.033 -0.018 -0.020
H -1.0518 4.2984 -2.1317 0.092 0.059 -0.072
H 1.2588 -5.4056 1.5182 0.053 -0.017 -0.021
H -4.7477 -0.5242 0.6220 -0.098 0.186 -0.028
H -5.1769 -2.0576 -0.1249 -0.041 0.145 -0.026
H -3.5524 3.6145 5.5817 -0.008 -0.009 -0.020
H 3.6934 -2.9204 2.9886 0.031 0.003 -0.014
H -4.1588 -0.5416 3.0554 -0.086 -0.090 0.088
H 0.2982 4.3081 3.2430 -0.025 0.006 -0.009
H 0.4749 2.6591 2.6398 -0.004 -0.093 0.083
H 4.0375 -1.3121 -4.2243 0.021 -0.023 0.003
H -1.5321 4.7102 0.0687 -0.027 0.028 -0.006
H -4.6259 1.3481 -6.1747 -0.053 -0.026 0.028
H 2.3229 -4.8297 0.2340 -0.037 -0.080 0.004
H 3.6657 -3.1629 1.2407 0.032 0.013 0.010
H 2.5385 5.2214 -0.9590 -0.013 0.088 -0.003
H 3.1536 4.5312 0.9169 -0.029 -0.011 -0.017
H 0.1059 0.6107 4.1499 -0.011 0.007 -0.013
H -2.7514 -0.1936 -6.5467 0.003 0.014 -0.003
H 0.2004 1.7081 6.3583 0.001 -0.019 -0.008
H -3.4523 -3.1249 1.5683 -0.088 -0.020 0.048
H 6.8482 4.0004 1.0494 0.015 0.039 0.001
H -1.9588 -6.5020 -2.7568 -0.045 0.014 -0.043
H 5.6671 5.2631 0.6735 0.043 0.003 -0.006
H 2.5831 -4.1752 -4.6163 0.033 -0.028 -0.030
H 0.8187 5.0923 0.8455 0.022 -0.028 -0.066
H 5.6724 4.5092 2.2627 0.041 0.008 0.001
H 1.8001 3.2221 -2.3211 0.041 -0.009 0.057
H -3.9659 -6.2029 -1.3547 -0.007 0.021 0.034
H 6.3349 1.7666 0.3473 -0.004 -0.027 0.027
H -0.4270 3.0093 -3.1560 -0.030 -0.005 -0.050
H -1.7175 3.4261 1.2454 -0.054 -0.010 0.045
H -1.5241 -1.6580 2.0871 0.041 0.026 -0.017
H -1.0187 -2.3578 -2.2871 0.052 0.115 -0.071
H 3.4368 0.5288 -2.7039 0.050 -0.009 0.000
H -3.6252 -2.0360 3.8050 -0.014 0.077 0.047
H 4.2836 -3.7132 -4.6041 0.010 -0.040 -0.009
H 3.6712 -4.8777 -3.4211 0.027 -0.015 -0.027
H -1.0604 -0.5812 -4.7500 0.007 0.017 -0.082
H -5.0573 -2.6709 2.0920 -0.012 -0.047 -0.036
H -1.6926 -3.4089 0.8839 0.117 -0.067 0.120
H 4.7432 0.0458 -0.3402 0.013 -0.012 0.020
H -3.6402 2.5327 3.3536 0.009 0.010 0.005
H 0.9174 5.9195 -1.1843 0.022 0.035 0.002
H 1.1338 -2.4559 2.7946 -0.027 -0.032 -0.044
H 2.7313 -0.8065 3.4969 0.025 -0.036 -0.012
H -4.5261 -4.0051 -0.4335 0.035 -0.024 -0.034
H 1.7077 -0.0107 2.2945 -0.061 0.136 0.021
H 2.0816 -4.0885 -1.6652 -0.003 0.018 0.031
H 1.8475 3.7513 2.5964 -0.035 -0.011 0.047
H 3.3227 -0.5590 1.8560 0.008 0.057 -0.015
H -0.5136 -4.5522 -3.2764 0.028 -0.018 0.046
H -1.5791 -0.9770 3.7277 0.045 0.001 -0.033
H -1.4953 5.0947 1.7902 0.000 -0.023 0.032
H -0.6665 -4.0366 2.1954 -0.042 -0.003 0.024
H -4.9441 2.4406 -3.9616 0.012 0.007 -0.031
H 2.7068 -4.2028 2.3064 0.123 0.062 0.005
```
Positions in Å, forces in eV/Å.

Charge ... +1
E_tot ... -5116.72027 hartree
Multiplicity ... 2
Energy above the lowest of the compared OMol25 structures with the same formula, charge and spin ... 148.3 kJ/mol
HOMO-LUMO gap (alpha / beta) ... 6.3 / 6.4 eV
E_HOMO (alpha / beta) ... -8.9822 / -9.0749 eV



# 4
The following is a quantum chemistry calculation of a molecular structure, C10H25FN5O5Pt, from the Open Molecules 2025 dataset.

The geometry in XYZ format:
```
47
Properties=species:S:1:pos:R:3:forces:R:3
Pt -0.7035 2.0288 -0.9186 -0.581 0.272 -0.115
F -0.2025 0.2410 -0.2666 0.078 -0.564 0.255
O 4.4286 2.7596 2.0576 0.173 0.020 0.176
O -3.0232 -4.2781 -1.0315 0.015 -0.260 -0.076
O 2.4347 -3.4020 1.8695 -0.059 -0.059 -0.244
O -0.6106 1.1494 -2.7682 0.577 -0.007 0.158
O -1.3533 2.8630 0.8301 -0.161 0.309 -0.308
N -1.9097 -2.3375 -1.3164 -0.262 -0.198 0.069
N 1.6326 -1.9638 0.3107 0.097 -0.240 0.032
N 3.5412 3.7254 0.2156 0.087 -0.463 0.226
N 1.4735 1.6076 -3.5501 0.335 -0.238 0.338
N -2.9830 2.8109 2.3342 0.029 0.184 -0.068
C 0.0840 -3.0052 1.8711 -0.100 0.231 -0.068
C -1.2822 1.1136 2.4986 0.390 -0.430 -0.006
C 2.8521 1.4597 0.8343 -0.637 0.397 0.065
C 3.6671 2.6942 1.1271 0.203 0.201 -0.269
C 1.4943 -2.8190 1.3765 0.193 0.172 0.278
C -3.6267 -2.4870 0.4350 0.549 0.169 -0.106
C -2.8368 -3.1377 -0.6882 0.007 0.323 0.243
C 0.4131 0.8205 -3.4326 -0.361 0.453 -0.006
C 0.3745 -0.4496 -4.1932 0.211 0.253 -0.843
C -1.8834 2.3004 1.8319 0.463 -0.182 0.190
H 4.1038 4.5414 0.3919 -0.192 0.139 0.041
H 1.8125 1.6384 1.1393 0.083 -0.008 0.003
H 0.9690 -1.2187 0.1757 0.062 -0.088 -0.142
H 3.2255 0.6332 1.4274 0.109 -0.126 -0.166
H -3.3916 3.6171 1.8836 -0.108 0.001 0.141
H 2.6985 3.8124 -0.3193 0.024 0.146 -0.097
H -1.6251 -1.4629 -0.9128 0.184 -0.025 0.034
H -0.3835 -3.7751 1.2552 -0.091 -0.057 0.152
H 1.6378 2.3898 -2.9343 -0.284 0.119 -0.139
H 2.5787 -1.8530 -0.0173 -0.012 0.176 0.043
H -0.5062 -2.0895 1.7750 0.013 -0.022 -0.080
H -4.1676 -3.2635 0.9616 -0.300 0.075 -0.095
H 2.2632 1.3150 -4.1030 -0.004 -0.096 0.009
H -0.2468 0.9692 2.1987 -0.052 0.164 -0.122
H -1.2979 1.2009 3.5840 -0.229 0.036 -0.004
H -4.2682 -1.7133 0.0118 -0.250 -0.152 0.105
H 2.8328 1.2614 -0.2374 0.133 -0.278 0.025
H -3.3641 2.4559 3.1959 -0.111 0.071 -0.022
H -0.2420 -1.1754 -3.6801 0.024 -0.112 0.041
H -1.8154 0.2077 2.2001 -0.113 0.067 0.074
H 1.3802 -0.8025 -4.4162 -0.044 -0.228 0.263
H -1.2655 -2.8483 -1.8971 0.116 0.138 -0.041
H -2.9588 -1.9977 1.1523 0.043 -0.041 -0.097
H -0.0625 -0.2367 -5.1759 -0.211 -0.055 0.156
H 0.1118 -3.3000 2.9142 -0.039 -0.188 -0.003
```
Positions in Å, forces in eV/Å.

Charge ... +1
E_tot ... -1264.97130 hartree
Multiplicity ... 3
Energy above the lowest of the compared OMol25 structures with the same formula, charge and spin ... 189.0 kJ/mol
HOMO-LUMO gap (alpha / beta) ... 7.9 / 4.9 eV
E_HOMO (alpha / beta) ... -11.7939 / -11.7916 eV